ORCA calculation (ωB97M-V/def2-TZVPD) on C72H58AsBaClN10O4PS as an isolated structure in a non-equilibrium geometry.

```
149
Properties=species:S:1:pos:R:3:forces:R:3:mulliken_charge:R:1
Ba -1.512594 1.551126 -0.082366 5.9511 -1.2040 0.1414 1.9652
C 2.954232 6.178180 2.955208 0.1168 -0.0098 -0.0772 -0.9950
C 3.905846 5.168856 2.847141 -0.0637 0.1626 0.0921 -0.7992
C 3.589798 4.006437 2.181116 -0.1693 -0.0869 -0.1629 -0.9782
C 2.311817 3.877363 1.603953 0.4717 0.6199 0.3240 -0.1222
N 1.423560 4.877957 1.667516 -0.2195 -0.4333 -0.2284 0.1516
C 1.738570 5.975041 2.322428 0.2177 0.3891 0.2103 -0.3018
N 1.843872 2.731227 1.051558 -0.3960 -1.1003 -0.3473 0.7211
C 1.885862 2.372279 -0.174666 0.4187 0.5069 0.6167 -0.9003
N 1.019113 1.461475 -0.698090 0.8319 -0.5154 -0.2636 0.0844
C 1.051335 1.580304 -2.034898 0.0308 -0.1767 -0.0487 0.1224
N 0.198747 0.999071 -2.819680 -0.0527 -0.7098 0.5532 0.5403
C -0.278539 1.629947 -3.920398 -0.0415 0.2719 -0.4906 -0.3569
C -0.602235 0.930939 -5.096190 0.0855 0.0769 0.0489 -0.8714
C -1.350073 1.568266 -6.058998 0.0477 0.1011 -0.0337 -0.4976
C -1.712834 2.898824 -5.876905 -0.0450 0.0036 -0.0472 -0.8659
C -1.233290 3.541770 -4.746907 -0.1990 0.2090 -0.4181 -0.3598
N -0.534068 2.945227 -3.803757 0.1227 -0.2191 0.4086 0.2152
C 2.184019 2.438729 -2.448758 0.5825 0.6809 0.2912 -0.1619
C 2.765184 2.707161 -3.672592 -0.1689 -0.0864 0.1237 -0.4097
C 3.929913 3.463087 -3.683916 0.0033 0.0057 -0.0930 -0.8993
C 4.485247 3.939403 -2.507418 0.0766 0.0897 0.0484 -0.8959
C 3.893747 3.682206 -1.277190 -0.1288 0.0002 0.1645 -0.1687
C 2.736456 2.927246 -1.259992 0.0591 0.0018 -0.8229 1.0204
H 3.162448 7.094699 3.485535 -0.0105 0.0711 0.0316 0.4362
H 4.892520 5.297929 3.274565 0.0066 -0.0277 0.0602 0.4224
H 4.314057 3.213158 2.069217 0.0254 -0.0820 -0.0081 0.7296
H 0.967341 6.737338 2.327691 0.0010 0.1285 0.0833 0.4336
H -0.254555 -0.081614 -5.225197 -0.0586 -0.0943 0.0724 0.5328
H -1.646843 1.039720 -6.956083 -0.0201 -0.0325 -0.0264 0.4343
H -2.345001 3.408656 -6.589083 0.0357 0.0833 -0.0191 0.4218
H -1.420386 4.598303 -4.581573 -0.0898 0.0338 -0.0618 0.4090
H 2.330745 2.337946 -4.589109 -0.0408 -0.0485 -0.0962 0.5568
H 4.417948 3.680353 -4.621841 0.0386 0.0240 -0.1284 0.4595
H 5.397360 4.517178 -2.548511 0.0765 0.0536 0.0027 0.4403
H 4.335444 4.051765 -0.365102 0.0421 0.0521 0.0611 0.5317
O -5.470392 1.881274 1.291305 0.0011 -0.1041 -0.1297 -0.7708
S -4.219905 1.941080 2.022025 -0.3210 0.5151 1.1164 1.3440
O -4.326697 2.472584 3.370309 0.0297 0.0258 0.0195 -0.7445
N -3.073750 2.712038 1.195776 -1.9890 -0.7627 2.0798 0.9912
C -3.278921 4.025043 0.967598 -0.7831 1.6773 0.1397 -0.1296
C -4.390690 4.739641 1.424668 0.2873 -0.3442 -0.1210 -0.6028
C -4.526138 6.109007 1.229996 0.2258 0.5443 -0.2590 -1.0953
C -3.566401 6.833640 0.568009 -0.3044 0.0210 0.1550 -0.8697
C -2.446869 6.164385 0.046720 0.0744 -0.4377 0.0020 1.3435
C -1.437648 6.841519 -0.665883 0.1609 -0.1601 0.0142 -1.1093
C -0.370520 6.143392 -1.154519 -0.1176 0.3128 -0.0398 -1.6655
C -0.348465 4.752872 -0.991007 -0.0889 -0.1173 0.0594 0.1682
N -1.265356 4.087453 -0.334537 0.4546 1.0723 -0.3058 0.9383
C -2.294046 4.754115 0.214869 -0.7091 0.9720 0.2779 -0.4876
C -3.744684 0.237894 2.347190 0.0626 0.3206 0.1604 -0.2472
C -4.795736 -0.661070 2.391477 -0.1466 0.0499 -0.1613 -0.6723
C -4.579442 -1.956559 2.825135 -0.0025 0.0959 -0.0855 -0.9756
C -3.311320 -2.345233 3.224836 0.0907 -0.1273 0.0739 -0.5048
C -2.268030 -1.433744 3.202620 -0.0547 0.0154 0.0018 -0.4558
C -2.487830 -0.132791 2.778129 0.0089 0.0077 -0.0467 1.4403
H -5.163238 4.204562 1.951349 -0.0517 0.1424 0.0406 0.6440
H -5.406461 6.611357 1.609561 -0.0436 -0.0102 0.0503 0.4015
H -3.655864 7.903487 0.426981 -0.0261 0.0217 -0.0031 0.3993
H -1.538574 7.910055 -0.812476 0.0849 0.0551 0.0186 0.3754
H 0.441906 6.636856 -1.667125 0.0250 -0.0019 -0.1193 0.6126
H 0.437948 4.176904 -1.450185 0.1227 -0.0613 -0.0456 0.2849
H -5.766693 -0.323239 2.066071 -0.1471 -0.0559 -0.0194 0.5622
H -5.398680 -2.661739 2.850204 -0.0547 -0.0261 -0.0014 0.4065
H -3.142131 -3.358442 3.562163 0.0471 -0.0733 0.0287 0.3943
H -1.280712 -1.734380 3.527357 0.0794 0.0075 -0.0086 0.4816
H -1.685841 0.584545 2.767851 0.1552 0.0847 0.0730 -0.7293
Cl -5.622090 0.307203 -2.901100 -0.4546 0.0544 -0.9807 -0.2485
C -5.195275 0.240118 -1.212329 0.2105 0.0858 0.6422 -0.3712
C -3.714106 0.565339 -1.007318 -2.4998 -1.1624 -0.9250 0.7415
O -3.131903 -0.088235 -0.122393 -1.3196 -2.0135 0.3229 -1.3420
O -3.207682 1.454536 -1.690206 -0.6716 0.8118 -1.8776 -0.7779
H -5.429068 -0.752700 -0.836098 0.0896 0.0282 0.0597 0.2005
H -5.761637 0.991732 -0.663124 -0.0264 -0.1317 -0.0905 0.3398
C -1.060891 -3.910807 0.425434 -0.0007 0.2832 -0.0204 -1.4109
C -0.634548 -4.959181 -0.604219 -0.0458 -0.0126 0.0284 -1.0058
As 1.302557 -5.419009 -0.533904 -0.2276 -0.5145 -0.2106 0.3525
C 2.000473 -4.896459 -2.291705 0.0445 -0.0116 0.0160 0.7996
C 3.345583 -5.178452 -2.512046 -0.0234 -0.1163 0.3329 -0.8799
C 3.947260 -4.895504 -3.723578 0.0995 -0.0264 -0.0402 -0.7223
C 3.202522 -4.334401 -4.748576 0.0572 0.0266 -0.1031 -0.5644
C 1.863990 -4.050990 -4.543369 0.0046 0.0450 -0.1386 -0.8537
C 1.272284 -4.324152 -3.322047 -0.2939 -0.0197 0.1085 0.3327
C 1.049977 -7.300769 -1.127324 0.0750 0.1293 0.1768 0.0372
C 0.429684 -7.598841 -2.334531 -0.0840 0.1728 -0.0728 0.0473
C 0.255603 -8.908408 -2.742116 -0.0755 -0.0347 -0.0985 -0.6994
C 0.700676 -9.948958 -1.943498 0.0362 -0.1085 0.0174 -0.4111
C 1.324277 -9.669318 -0.740301 0.0173 -0.1549 0.0242 -0.5293
C 1.497556 -8.354817 -0.338442 0.0612 0.3337 0.2002 -0.5592
P -0.830806 -2.111638 -0.081281 0.2605 -0.5357 0.2362 0.1541
C -1.669004 -2.265410 -1.708500 0.2164 0.2123 0.0056 1.3634
C -3.009083 -2.654274 -1.622974 -0.0170 -0.0607 0.0287 -0.6861
C -3.804750 -2.729878 -2.748928 -0.0668 -0.0727 0.0119 -0.4124
C -3.277533 -2.427691 -3.993272 0.0330 0.0022 -0.0544 -0.8444
C -1.962606 -2.019602 -4.086050 -0.0903 -0.0716 -0.2262 -0.3502
C -1.169552 -1.912434 -2.955496 0.0512 0.0060 0.1792 -0.6878
C 1.015716 -2.179385 -0.180806 -0.1413 0.2003 -0.1235 1.9243
C 1.605262 -2.352663 1.077925 -0.0632 0.1278 -0.0071 -0.7860
C 2.975721 -2.371063 1.238579 0.0418 0.0059 0.0632 -0.7740
C 3.799706 -2.170944 0.142702 0.0551 0.0633 -0.0714 -1.1178
C 3.233753 -1.931284 -1.094738 0.1590 -0.0330 -0.0528 -0.5107
C 1.858238 -1.946367 -1.260096 -0.1084 0.2162 0.0501 0.4011
H -0.515982 -4.071612 1.361585 -0.1626 0.1198 0.0100 0.7980
H -2.127130 -4.019301 0.648712 0.1190 -0.0362 0.0592 0.7983
H -0.927313 -4.648281 -1.608387 0.0012 -0.0945 0.0111 0.1914
H -1.174937 -5.889539 -0.389788 0.2596 0.0183 -0.0901 0.6861
H 3.922823 -5.630636 -1.710719 0.0621 0.0503 -0.0457 0.3720
H 4.997435 -5.109702 -3.870533 0.0395 -0.0363 -0.0016 0.3931
H 3.664079 -4.123472 -5.703001 0.0323 0.0406 -0.0547 0.3886
H 1.273750 -3.614335 -5.337862 -0.0434 0.0501 -0.0303 0.4752
H 0.231791 -4.063447 -3.182257 -0.0418 -0.0321 -0.0023 0.1645
H 0.083863 -6.790852 -2.967617 -0.0116 -0.0067 -0.0598 0.2911
H -0.226429 -9.121144 -3.686310 -0.0406 0.0057 -0.0617 0.4023
H 0.566188 -10.973586 -2.261109 -0.0056 -0.0624 -0.0160 0.3678
H 1.677360 -10.478142 -0.115576 0.0299 -0.0397 0.0560 0.3802
H 1.986319 -8.133125 0.605323 -0.0011 -0.0659 -0.0208 0.3442
H -3.444782 -2.867273 -0.656308 -0.0484 0.0246 0.0714 0.0309
H -4.847351 -2.999117 -2.664323 -0.0893 -0.0491 0.0765 0.3477
H -3.895081 -2.475600 -4.878251 -0.0668 -0.0148 -0.0478 0.3685
H -1.556492 -1.770006 -5.053856 0.0523 0.0616 -0.0790 0.3854
H -0.178128 -1.508231 -3.051687 0.0813 0.0283 -0.0439 -0.0692
H 0.969277 -2.433390 1.950411 -0.0464 -0.0979 0.0997 0.1208
H 3.415647 -2.512282 2.216080 -0.0525 -0.0100 0.0934 0.3987
H 4.873372 -2.162032 0.261297 0.0883 0.0037 0.0274 0.4061
H 3.869164 -1.732661 -1.946472 0.0233 -0.0115 -0.0981 0.5897
H 1.464854 -1.740119 -2.238974 -0.0579 -0.0044 -0.0929 -0.4994
C -1.087751 3.577834 5.152270 0.0432 0.0863 -0.0722 -1.2013
C -0.903238 3.247877 3.815467 -0.1101 0.2780 0.4147 0.0513
N -0.297503 2.133439 3.441699 -0.0062 -0.1894 -0.4965 0.3846
C 0.190385 1.329797 4.363915 -0.0761 -0.0376 0.3696 -0.3727
C 0.128027 1.590086 5.736822 -0.4401 0.4358 -0.3947 0.5213
C -0.570861 2.739227 6.121337 0.1847 -0.2480 -0.1765 -0.7362
C 0.630380 0.676523 6.747532 0.3829 -0.3759 0.1476 -0.9966
C 1.702448 -0.131709 6.713315 -0.4949 0.1163 0.4450 -0.7663
C 2.754310 -0.205323 5.717413 0.7046 -0.3248 -0.3447 1.1896
C 3.697369 -1.244550 5.760910 -0.1898 0.2570 -0.1351 -0.8080
C 4.681807 -1.238557 4.789762 -0.0583 -0.0411 0.1258 -0.2349
N 4.753540 -0.300998 3.854040 0.3891 -0.1315 -0.2883 -0.5519
C 3.827112 0.643912 3.906515 0.1058 0.0612 -0.1716 -0.4373
N 2.856767 0.743839 4.785195 -0.2540 0.1197 0.3251 -0.3282
H -1.643042 4.462041 5.423138 -0.0315 0.0967 -0.0111 0.4924
H -1.272640 3.876879 3.020082 -0.1095 0.1294 -0.0735 0.2215
H 0.616668 0.407909 3.996566 0.0401 -0.0901 0.0330 0.8431
H -0.691987 2.966992 7.173606 -0.0453 -0.0043 0.0304 0.4480
H 0.028680 0.645046 7.651117 0.0226 -0.0692 0.0388 0.3865
H 1.857340 -0.798750 7.553256 -0.0726 0.0151 0.0899 0.3262
H 3.652140 -2.017755 6.513510 -0.0208 -0.0358 0.0489 0.3982
H 5.444960 -2.008636 4.746763 -0.0289 -0.0523 0.0812 0.4203
H 3.858906 1.413414 3.147937 0.0331 0.0406 -0.0821 0.6973
```
Forces are in eV/Å.

HOMO-LUMO gap (eV): 6.4
Net charge: -1
LUMO (eV): 1.5
Energy above the lowest of the compared OMol25 structures with the same formula, charge and spin (kJ/mol): 85.6
E (Ha): -7088.16270